Record 1
Computed, not measured: C18H20N4O3S as an isolated structure, with ωB97M-V/def2-TZVPD.

XYZ file:
```
46
Properties=species:S:1:pos:R:3:lowdin_charge:R:1
C 2.976 -5.000 -5.572 -0.075
C 2.254 -4.058 -4.508 -0.204
C 0.766 -4.006 -4.496 -0.078
C 0.266 -3.306 -3.576 -0.042
C 1.134 -2.494 -2.696 -0.115
C 2.474 -2.763 -2.661 -0.004
C 3.169 -3.601 -3.577 -0.003
H 4.070 -3.418 -3.771 0.035
H 2.954 -2.156 -2.058 0.056
O 0.272 -1.920 -1.702 -0.006
C 0.756 -1.370 -0.779 -0.398
C -0.138 -0.684 0.048 -0.361
N 0.098 -0.642 1.478 0.113
N -1.172 -0.119 2.031 0.039
C -1.707 0.558 0.908 -0.626
N -1.059 0.005 -0.131 -0.112
C -1.354 0.588 -1.399 0.035
H -1.083 -0.244 -2.175 0.138
H -2.722 0.727 -1.537 0.183
H -1.084 1.417 -1.659 -0.026
S -3.103 1.529 0.985 0.986
C -3.235 1.588 2.883 -0.271
H -3.215 0.770 3.400 0.002
C -2.090 2.597 3.296 -0.333
O -2.397 4.102 2.967 -0.253
N -0.980 2.216 3.642 0.057
H -0.697 1.214 3.476 0.164
C 0.167 2.879 3.528 -0.100
C 1.076 2.496 2.277 -0.389
C 0.668 2.927 1.055 -0.063
C 1.487 2.365 0.070 -0.086
C 2.500 1.783 0.831 -0.014
O 2.075 1.851 2.249 0.084
H 3.480 1.165 0.728 0.148
H 1.708 2.405 -0.957 0.093
H -0.408 3.487 0.708 0.189
H 0.947 2.672 4.270 0.148
H 0.104 3.742 3.854 0.051
H -4.201 2.228 3.031 0.121
H 1.472 -0.644 -1.182 0.133
H 1.612 -1.977 0.064 0.223
H -0.829 -3.606 -3.508 0.153
H 0.402 -4.716 -5.344 0.156
H 4.215 -4.836 -5.616 0.134
H 2.753 -6.065 -5.657 0.055
H 2.639 -4.569 -6.545 0.061
```

Output
E_HOMO = -7.96 eV
HOMO-LUMO gap = 8.2891 eV
ΔE to the lowest compared entry with this formula, charge and spin = 20.364 eV

=====

Record 2
Computed, not measured: a single C5H12N2 molecule, with ωB97M-V/def2-TZVPD.

XYZ file:
```
19
Properties=species:S:1:pos:R:3:lowdin_charge:R:1
N 2.879 -1.176 0.403 0.006
C 1.430 -1.493 0.200 -0.125
C 0.627 -0.666 0.907 -0.157
C -0.819 -0.486 1.008 -0.274
C -1.416 0.847 0.604 -0.174
C -0.781 1.408 -0.858 -0.251
N -0.497 0.314 -1.766 -0.066
H 2.998 -0.925 1.335 0.024
H 2.927 -0.355 -0.145 0.043
H 1.206 -2.275 -0.439 0.075
H 1.197 0.224 1.161 0.107
H -1.288 -0.782 1.952 0.107
H -1.343 -1.240 0.289 0.127
H -2.521 0.818 0.558 0.100
H -1.201 1.515 1.432 0.086
H 0.017 2.118 -0.616 0.090
H -1.620 1.962 -1.425 0.107
H -1.117 -0.531 -1.866 0.088
H -0.678 0.722 -2.736 0.087
```

Output
E_HOMO = -8.70 eV
SMILES string = N/C=C/CCCN
HOMO-LUMO gap = 9.7028 eV
ΔE to the lowest compared entry with this formula, charge and spin = 3.018 eV

=====

Record 3
Computed, not measured: a single C6H9FO5 molecule, with ωB97M-V/def2-TZVPD.

XYZ file:
```
21
Properties=species:S:1:pos:R:3:lowdin_charge:R:1
C 1.324 -0.781 0.239 -0.389
C 0.839 1.564 -0.397 -0.091
C 1.686 0.658 0.556 -0.300
C 0.056 -1.293 0.700 -0.091
C -0.991 0.120 -0.601 -0.385
C -2.452 -0.126 -0.299 -0.185
O 2.047 -1.437 -0.509 0.060
O -0.542 1.335 -0.239 0.014
O 3.038 0.875 0.317 -0.001
O -0.268 -2.550 0.343 0.104
O -2.778 0.250 1.001 -0.030
F -0.635 -0.256 -1.859 0.103
H 1.011 2.613 -0.154 0.139
H 1.157 1.369 -1.427 0.142
H 1.452 0.916 1.594 0.160
H -0.427 -0.951 1.602 0.150
H -2.660 -1.194 -0.389 0.134
H -3.062 0.415 -1.042 0.136
H 3.335 0.143 -0.257 0.100
H 0.392 -2.840 -0.317 0.130
H -2.523 1.171 1.138 0.099
```

Output
<S²> = 2.0087
E_HOMO (spin up / spin down) = -6.00 / -10.16 eV
multiplicity = 3
HOMO-LUMO gap (spin up / spin down) = 6.5917 / 8.0114 eV

=====

Record 4
Computed, not measured: a single C3H5NO molecule, with ωB97M-V/def2-TZVPD.

XYZ file:
```
10
Properties=species:S:1:pos:R:3:lowdin_charge:R:1
C -0.966 -1.185 1.482 -0.209
C 0.436 -0.349 -0.225 -0.186
C 0.183 0.997 -0.985 -0.057
N 0.085 -0.348 1.014 -0.041
O -1.096 -2.348 1.481 0.073
H 0.631 -1.301 -0.697 0.115
H 1.227 1.458 -0.897 0.093
H -0.521 1.519 -0.440 0.029
H -0.055 0.998 -2.083 0.083
H 0.077 0.559 1.351 0.100
```

Output
E_HOMO (spin up / spin down) = -7.90 / -7.37 eV
HOMO-LUMO gap (spin up / spin down) = 8.4865 / 7.4519 eV
ΔE to the lowest compared entry with this formula, charge and spin = 3.605 eV

=====

Record 5
Computed, not measured: C37H43F5MgN3O3Si2Te as an isolated structure, with ωB97M-V/def2-TZVPD.

XYZ file:
```
95
Properties=species:S:1:pos:R:3:lowdin_charge:R:1
Mg -3.633 11.555 13.295 0.682
C -1.310 12.305 16.847 -0.052
C -1.917 13.614 16.445 -0.188
C -2.060 14.637 17.400 -0.076
C -2.772 15.777 17.116 -0.112
C -3.570 15.855 15.957 -0.069
C -3.307 14.981 14.914 -0.224
C -3.963 15.262 13.582 -0.058
C -2.476 13.865 15.139 -0.210
N -2.280 12.987 14.102 0.019
C -0.952 12.775 13.775 -0.444
O 0.059 13.044 14.433 0.035
C -0.772 11.997 12.512 -0.151
C 0.393 11.789 11.738 0.018
C 0.289 11.070 10.554 -0.075
C -0.906 10.582 10.112 0.008
C -2.050 10.750 10.962 -0.116
N -1.876 11.332 12.188 0.091
C -3.461 10.609 10.529 -0.465
O -3.704 10.160 9.392 0.022
N -4.382 11.001 11.467 0.006
C -5.728 11.017 11.201 -0.205
C -6.271 12.115 10.455 -0.189
C -5.350 13.237 10.035 -0.035
C -7.610 11.988 10.036 -0.079
C -8.386 10.934 10.422 -0.117
C -7.867 9.915 11.243 -0.073
C -6.550 9.898 11.627 -0.198
C -5.909 8.811 12.467 -0.028
H -1.864 11.888 17.753 0.103
H -0.247 12.412 17.098 0.084
H -1.421 11.610 16.037 0.047
H -1.455 14.575 18.276 0.096
H -2.852 16.544 17.883 0.088
H -4.296 16.710 15.772 0.122
H -3.897 16.336 13.303 0.078
H -5.054 15.038 13.667 0.020
H -3.455 14.617 12.797 0.084
H 1.275 12.238 12.172 0.112
H 1.221 10.818 10.030 0.113
H -1.048 10.043 9.186 0.113
H -4.959 13.675 10.982 0.077
H -6.011 13.947 9.599 0.034
H -4.571 12.945 9.268 0.107
H -8.020 12.777 9.369 0.107
H -9.484 10.942 10.229 0.104
H -8.539 9.145 11.674 0.111
H -6.530 7.892 12.386 0.083
H -5.882 9.003 13.556 0.068
H -4.860 8.725 12.075 0.091
F -4.959 8.547 18.753 0.080
C -5.055 9.273 17.621 -0.144
C -6.164 10.174 17.529 -0.129
F -7.080 10.262 18.512 0.106
C -6.304 10.905 16.387 -0.123
F -7.479 11.576 16.190 0.076
C -5.268 10.997 15.419 -0.271
O -5.303 11.853 14.434 -0.082
C -4.214 9.987 15.531 -0.123
F -3.159 10.167 14.682 0.052
C -4.108 9.167 16.627 -0.140
F -3.029 8.338 16.746 0.092
C -5.793 17.333 10.600 -0.200
Si -7.622 17.802 10.491 0.394
C -8.457 16.606 9.359 -0.213
C -7.846 19.628 10.028 -0.193
C -8.291 17.497 12.286 -0.600
Te -7.932 15.490 12.997 1.212
C -7.873 15.903 15.060 -0.615
Si -9.147 14.910 16.101 0.444
C -8.448 14.126 17.792 -0.169
C -10.171 13.726 15.064 -0.238
C -10.449 16.140 16.636 -0.221
H -5.299 17.612 9.684 0.015
H -5.737 16.214 10.686 0.012
H -5.290 17.833 11.439 0.032
H -8.171 15.509 9.635 0.042
H -8.132 16.707 8.279 0.046
H -9.576 16.729 9.456 0.045
H -7.207 19.930 9.230 -0.001
H -7.591 20.339 10.872 0.048
H -8.863 19.859 9.641 0.030
H -9.385 17.614 12.356 -0.010
H -7.885 18.183 13.038 0.000
H -7.916 16.996 15.336 0.037
H -6.904 15.548 15.360 -0.044
H -7.381 13.967 17.707 0.001
H -8.907 13.159 17.956 0.002
H -8.718 14.802 18.671 0.041
H -9.560 12.972 14.568 0.014
H -10.639 14.299 14.245 0.009
H -10.943 13.278 15.732 0.042
H -10.014 16.988 17.213 0.037
H -11.172 15.563 17.254 0.038
H -10.891 16.474 15.710 0.015
```

Output
total charge = -1
E_HOMO = -5.31 eV
HOMO-LUMO gap = 7.2849 eV
ΔE to the lowest compared entry with this formula, charge and spin = 0.000 eV

=====

Record 6
Computed, not measured: a 5-piece molecular cluster, C53H64BBrF4N2O5 overall, with ωB97M-V/def2-TZVPD.

XYZ file:
```
130
Properties=species:S:1:pos:R:3:lowdin_charge:R:1
C 0.147 -6.645 3.186 -0.105
C -0.573 -6.940 1.846 -0.196
C -2.119 -6.899 2.029 -0.202
O -2.703 -5.639 1.763 -0.048
C -3.537 -5.508 0.624 -0.452
C -4.972 -6.025 1.064 -0.034
C -5.190 -7.536 1.023 -0.741
O -4.999 -8.200 2.011 0.015
Br -5.845 -8.498 -0.554 0.760
C -3.054 -6.243 -0.634 -0.047
C -3.931 -6.130 -1.888 -0.199
C -5.013 -5.282 -2.049 -0.059
C -5.727 -5.298 -3.219 -0.091
C -5.389 -6.107 -4.271 -0.079
C -4.290 -6.931 -4.134 -0.057
C -3.575 -6.950 -2.959 -0.250
C -2.378 -7.898 -2.933 -0.035
O -3.764 -4.132 0.479 -0.037
C -2.882 -3.380 -0.347 -0.223
C -3.408 -1.900 -0.318 -0.032
C -4.778 -1.747 0.321 -0.159
C -4.922 -1.575 1.686 -0.039
C -6.138 -1.396 2.285 -0.093
C -7.299 -1.361 1.538 -0.091
C -7.182 -1.550 0.183 -0.067
C -5.954 -1.732 -0.419 -0.217
C -5.987 -1.906 -1.939 -0.030
C -1.368 -3.459 -0.051 -0.156
B -0.656 -3.169 -1.473 -0.433
O -1.029 -2.101 -2.269 0.154
C 0.480 -4.128 -2.050 -0.136
C 0.007 -4.911 -3.327 -0.096
N -0.854 -2.515 0.951 -0.100
C 0.591 -2.537 1.094 -0.243
N 1.190 -3.890 1.170 0.052
C -1.440 -2.659 2.284 -0.145
C -1.642 -1.288 3.035 -0.234
O -1.598 -0.166 2.163 -0.076
H 1.121 -6.161 3.057 0.056
H -0.505 -6.040 3.825 0.072
H 0.351 -7.587 3.708 0.073
H -0.337 -7.982 1.585 0.105
H -0.230 -6.329 1.005 0.085
H -2.277 -7.107 3.097 0.128
H -2.524 -7.767 1.505 0.106
H -5.049 -5.737 2.117 0.141
H -5.773 -5.498 0.543 0.119
H -2.055 -5.905 -0.951 0.126
H -2.939 -7.318 -0.467 0.107
H -5.304 -4.603 -1.256 0.102
H -6.600 -4.664 -3.359 0.101
H -5.953 -6.121 -5.198 0.107
H -3.969 -7.579 -4.947 0.119
H -2.678 -8.931 -3.134 0.088
H -1.759 -7.803 -2.042 0.063
H -1.733 -7.614 -3.777 0.078
H -2.997 -3.656 -1.410 0.136
H -2.718 -1.229 0.202 0.114
H -3.497 -1.525 -1.339 0.104
H -4.051 -1.568 2.333 0.085
H -6.203 -1.241 3.360 0.104
H -8.248 -1.188 2.035 0.104
H -8.103 -1.517 -0.399 0.117
H -5.004 -2.073 -2.375 0.068
H -6.467 -1.023 -2.379 0.087
H -6.664 -2.742 -2.144 0.064
H -1.064 -4.484 0.202 0.104
H -1.006 -2.419 -3.183 0.106
H 0.889 -4.803 -1.294 0.077
H 1.297 -3.469 -2.380 0.103
H 0.631 -4.634 -4.182 0.070
H -1.022 -4.654 -3.627 0.067
H 0.025 -5.994 -3.185 0.057
H 0.804 -2.055 2.063 0.111
H 1.123 -1.906 0.368 0.130
H 2.197 -3.768 1.233 0.082
H 0.923 -4.310 2.056 0.038
H -2.407 -3.166 2.306 0.106
H -0.778 -3.242 2.948 0.113
H -2.531 -1.309 3.677 0.105
H -0.784 -1.186 3.723 0.101
H -2.236 0.494 2.452 0.091
F 5.767 2.230 0.798 0.033
C 4.550 1.828 1.232 -0.283
C 4.419 1.362 2.524 -0.019
C 3.169 0.955 2.969 -0.081
C 2.074 1.011 2.116 -0.093
C 2.228 1.481 0.819 -0.072
C 3.474 1.897 0.372 -0.016
H 5.287 1.319 3.171 0.117
H 3.050 0.593 3.982 0.104
H 1.099 0.686 2.461 0.090
H 1.375 1.523 0.154 0.110
H 3.612 2.275 -0.633 0.118
F 3.709 5.412 -0.600 0.057
C 4.940 5.956 -0.528 -0.275
C 6.006 5.164 -0.152 -0.005
C 7.273 5.727 -0.084 -0.072
C 7.455 7.072 -0.383 -0.097
C 6.371 7.855 -0.756 -0.098
C 5.104 7.293 -0.835 -0.027
H 5.843 4.122 0.085 0.090
H 8.118 5.115 0.202 0.107
H 8.444 7.509 -0.325 0.103
H 6.511 8.903 -0.984 0.096
H 4.247 7.885 -1.130 0.105
F 5.756 10.826 -2.399 0.051
C 4.628 10.910 -3.133 -0.282
C 4.164 12.154 -3.512 -0.018
C 3.006 12.238 -4.272 -0.082
C 2.325 11.083 -4.633 -0.096
C 2.804 9.841 -4.238 -0.078
C 3.967 9.751 -3.487 -0.020
H 4.706 13.043 -3.215 0.118
H 2.635 13.206 -4.583 0.105
H 1.419 11.152 -5.222 0.101
H 2.271 8.940 -4.515 0.107
H 4.360 8.792 -3.178 0.100
F 5.897 12.773 4.826 0.055
C 5.940 11.662 4.065 -0.290
C 6.753 10.614 4.451 -0.021
C 6.792 9.468 3.668 -0.079
C 6.029 9.390 2.510 -0.090
C 5.222 10.456 2.136 -0.078
C 5.171 11.600 2.920 -0.019
H 7.345 10.697 5.353 0.116
H 7.418 8.636 3.962 0.105
H 6.064 8.498 1.899 0.085
H 4.631 10.396 1.231 0.103
H 4.542 12.438 2.650 0.116
```

Output
E_HOMO = -8.47 eV
SMILES string = CCCO[C@](CC(=O)Br)(Cc1ccccc1C)O[C@@H](Cc1ccccc1C)[C@@H](B(O)CC)N(CN)CCO.Fc1ccccc1.Fc1ccccc1.Fc1ccccc1.Fc1ccccc1
HOMO-LUMO gap = 8.9357 eV